No. 1
{"formula": "C17H19N", "method": "ωB97M-V/def2-TZVPD", "species": ["N", "C", "C", "C", "C", "C", "C", "C", "C", "C", "C", "C", "C", "C", "C", "C", "C", "C", "H", "H", "H", "H", "H", "H", "H", "H", "H", "H", "H", "H", "H", "H", "H", "H", "H", "H", "H"], "coordinates": [[-0.85657, 0.42303, 2.30298], [2.03507, -0.39446, -0.00399], [-1.58406, 1.06870, 0.27050], [3.07732, -1.20887, -2.39696], [1.53145, 0.15567, -1.16854], [-1.05026, 1.51364, 1.50027], [-3.84227, -1.57684, -0.40400], [3.57148, -1.87367, 1.30777], [-0.82936, 2.86220, 1.76372], [-1.73931, -0.35288, 0.39251], [-0.97317, 3.75294, 0.72892], [-2.34556, -1.28059, -0.62301], [2.06098, -0.26750, -2.38739], [3.05515, -1.34437, -0.00126], [-1.34363, -0.69359, 1.64457], [-1.76715, 2.01484, -0.73684], [-1.43931, 3.33460, -0.53294], [3.57512, -1.75548, -1.22660], [-0.76275, 4.80647, 0.87628], [-1.49030, 4.06112, -1.33346], [-4.17227, -2.61089, -0.42082], [-2.27871, -0.77834, -1.58967], [3.98093, -1.08230, 1.93668], [1.53917, -0.16138, 0.93613], [4.34730, -2.50552, -1.24856], [-1.40609, -1.65394, 2.13271], [0.70805, 0.85496, -1.14858], [1.67207, 0.10162, -3.32864], [3.46075, -1.51381, -3.36560], [2.78445, -2.35223, 1.89929], [-4.42409, -1.01731, -1.11786], [-4.17130, -1.18791, 0.56689], [-0.77497, 0.48749, 3.30383], [4.33140, -2.62278, 1.12434], [-0.50048, 3.22255, 2.73347], [-2.25952, 1.74493, -1.66907], [-1.71955, -2.17008, -0.71705]], "mulliken_charge": [0.010, -0.124, 0.719, -0.460, -0.082, 0.018, -1.147, -1.409, -1.032, 0.773, -0.371, -0.775, -0.755, 0.671, -0.980, -0.314, -0.762, -0.532, 0.385, 0.403, 0.320, 0.289, 0.321, 0.326, 0.319, 0.431, 0.339, 0.390, 0.339, 0.294, 0.304, 0.331, 0.227, 0.380, 0.370, 0.347, 0.436], "de_lowest_kcal_mol": 7.3, "homo_lumo_gap_ev": 8.7, "smiles": "CCc1c[nH]c2ccccc12.Cc1ccccc1", "lumo_ev": 0.81}

***

No. 2
{"formula": "C17H19N", "method": "ωB97M-V/def2-TZVPD", "species": ["N", "C", "C", "C", "C", "C", "C", "C", "C", "C", "C", "C", "C", "C", "C", "C", "C", "C", "H", "H", "H", "H", "H", "H", "H", "H", "H", "H", "H", "H", "H", "H", "H", "H", "H", "H", "H"], "coordinates": [[-1.31895, 0.78299, 0.70640], [-0.41235, 2.32954, -0.64419], [1.43176, -2.72906, 2.55597], [-1.38095, 3.04499, -2.73375], [0.04756, -2.72436, 2.78177], [1.93435, -2.71802, 1.27377], [-2.31676, 1.97367, -2.62787], [-0.41290, 3.16220, -1.74690], [1.03488, -2.82067, 0.18380], [-0.76972, -2.98411, 1.69747], [-1.35410, 1.27873, -0.57351], [-2.30383, 1.09024, -1.58267], [0.32512, 2.34693, 0.62119], [1.91761, -0.99402, -1.20789], [-0.31988, 1.44795, 1.40459], [-0.30746, -3.13210, 0.40893], [1.57772, -2.50062, -1.16830], [1.54960, 3.14720, 0.85256], [-0.08058, 1.23960, 2.43661], [1.29104, 3.94262, 1.56278], [-2.88581, 0.17446, -1.60557], [1.93717, 3.56470, -0.06922], [-2.83565, 1.79769, -3.56294], [0.79892, -2.61569, -1.92660], [2.32141, -0.74676, -2.19731], [-2.01213, 0.15331, 1.07397], [-1.79235, -3.23391, 1.98160], [2.98020, -2.55926, 1.05100], [0.27525, 3.99668, -1.86245], [2.37260, 2.58549, 1.30053], [1.04344, -0.33762, -1.11656], [2.05671, -2.89756, 3.42857], [-0.88574, -3.45327, -0.44556], [2.66043, -0.65790, -0.48910], [-0.29327, -2.51938, 3.78250], [-1.57616, 3.78437, -3.49260], [2.47560, -3.03406, -1.47675]], "mulliken_charge": [0.134, 0.930, -0.456, -0.701, -0.684, -0.501, -0.430, -0.369, 0.890, -0.434, -0.134, -0.870, 0.749, -0.844, -0.835, -0.534, -0.898, -1.438, 0.408, 0.321, 0.338, 0.346, 0.340, 0.310, 0.399, 0.191, 0.386, 0.417, 0.302, 0.328, 0.051, 0.376, 0.404, 0.343, 0.458, 0.391, 0.313], "de_lowest_kcal_mol": 23.9, "homo_lumo_gap_ev": 8.6, "smiles": "Cc1c[nH]c2ccccc12.CCc1ccccc1", "lumo_ev": 0.84}

***

No. 3
{"formula": "C17H19N3", "method": "ωB97M-V/def2-TZVPD", "species": ["N", "N", "N", "C", "C", "C", "C", "C", "C", "C", "C", "C", "C", "C", "C", "C", "C", "C", "C", "C", "H", "H", "H", "H", "H", "H", "H", "H", "H", "H", "H", "H", "H", "H", "H", "H", "H", "H", "H"], "coordinates": [[0.59875, -0.54017, 0.01088], [0.81570, 4.19794, 2.09483], [3.84171, 1.74741, 0.41928], [1.05757, 3.15447, 1.56927], [-3.51505, 2.22335, 1.49108], [-1.92029, 0.47019, 1.41722], [-1.48094, 2.53754, 0.28910], [0.77017, -0.97480, -2.41484], [-0.19707, -2.80537, -1.03818], [-0.49527, -1.74363, 0.03403], [0.99495, -2.39736, -1.88059], [-1.03038, 1.28429, 0.76097], [0.52775, 0.04867, -1.34481], [1.35507, 1.90981, 0.93091], [1.94432, -1.32407, 0.20146], [2.17384, -2.37326, -0.91450], [-3.17182, 0.90929, 1.80038], [2.69249, 1.76978, 0.67850], [-2.71836, 3.01332, 0.67593], [0.40470, 0.63953, 0.83577], [0.72627, 0.28458, 1.80020], [1.14804, -3.09678, -2.71773], [1.95802, -1.82958, 1.17307], [-1.65842, -0.55367, 1.66519], [-4.46428, 2.62484, 1.81094], [-0.55679, -2.21823, 1.01360], [2.73131, -0.57944, 0.27281], [3.08132, -2.14560, -1.47880], [-0.87035, 3.13543, -0.36264], [-1.06082, -2.92586, -1.69119], [-0.03455, -3.79326, -0.58420], [1.23133, 0.86286, -1.25988], [-3.84050, 0.24647, 2.35487], [-0.11443, -0.96971, -3.05223], [2.33336, -3.38720, -0.51292], [-3.02036, 4.01022, 0.34056], [-1.47299, -1.29669, -0.11165], [-0.43292, 0.53312, -1.33586], [1.66891, -0.64841, -2.94079]], "mulliken_charge": [0.394, -0.724, -0.796, -0.132, -0.454, -0.628, 0.056, -0.994, -1.135, -0.745, 0.170, 0.554, -0.720, 0.141, -0.485, -0.960, -1.033, -0.327, -0.743, 0.543, 0.329, 0.368, 0.372, 0.507, 0.369, 0.466, 0.340, 0.390, 0.477, 0.377, 0.378, 0.651, 0.392, 0.386, 0.397, 0.373, 0.607, 0.465, 0.374], "de_lowest_kcal_mol": 93.1, "homo_lumo_gap_ev": 6.6, "lumo_ev": 0.00}